1.
The following is a DFT calculation (ωB97M-V with the def2-TZVPD basis set) of a single C4H5NO molecule.

HOMO level: -8.99 eV
spin multiplicity: 1
frontier orbital gap: 9.8 eV
energy relative to the best compared isomer or geometry (same formula, charge and spin): 3.852 eV
SMILES string: Cc1cnoc1

Cartesian coordinates (Å):
C -1.316 -0.246 -0.002
C -0.002 0.251 0.699
C 0.717 -0.850 0.353
O 1.662 -0.602 -0.532
N 1.734 0.791 -0.697
C 0.789 1.278 0.048
H -1.831 -1.022 0.565
H -1.947 0.604 -0.206
H -1.059 -0.683 -0.987
H 0.479 -1.879 0.584
H 0.775 2.358 0.175

***

2.
The following is a DFT calculation (ωB97M-V with the def2-TZVPD basis set) of a molecular structure, C4H7NO.

HOMO level: -7.66 eV
spin multiplicity: 1
frontier orbital gap: 8.6 eV
energy relative to the best compared isomer or geometry (same formula, charge and spin): 4.142 eV

Cartesian coordinates (Å):
C -0.628 1.072 -0.341
C 0.826 1.013 0.208
C -0.928 -0.068 0.525
C 0.400 -0.413 0.567
N 0.897 -1.542 -0.053
O -2.084 -0.750 0.660
H -1.876 -1.678 0.826
H 0.539 -1.393 -1.143
H 1.911 -1.558 -0.021
H -1.195 1.994 -0.243
H -0.506 0.536 -1.475
H 1.598 1.124 -0.557
H 1.047 1.664 1.045

***

3.
The following is a DFT calculation (ωB97M-V with the def2-TZVPD basis set) of 2 unconnected molecules or ions with the total composition C5H7NO.

HOMO level (alpha / beta): -9.40 / -9.40 eV
spin multiplicity: 1
frontier orbital gap (alpha / beta): 7.7 / 7.7 eV
energy relative to the best compared isomer or geometry (same formula, charge and spin): 4.527 eV

Cartesian coordinates (Å):
C 1.771 -0.788 -0.556
C 0.449 -0.958 -1.168
C -1.676 0.461 0.775
C -0.616 0.546 1.839
O 0.524 0.889 1.620
C 0.127 -0.051 -2.187
N -0.274 0.643 -3.040
H 2.390 -1.389 -1.254
H 1.849 -1.274 0.417
H 2.189 0.223 -0.532
H -1.612 -0.534 0.308
H -1.481 1.209 0.000
H -2.683 0.584 1.185
H -0.918 0.243 2.863

***

4.
The following is a DFT calculation (ωB97M-V with the def2-TZVPD basis set) of 2 unconnected molecules or ions with the total composition C6H16S2.

HOMO level: -8.96 eV
spin multiplicity: 1
frontier orbital gap: 9.8 eV
energy relative to the best compared isomer or geometry (same formula, charge and spin): 0.056 eV
SMILES string: CCCC.CSSC

Cartesian coordinates (Å):
C -0.539 -2.648 -1.024
C 1.078 -1.788 2.425
C 0.542 -2.271 -0.011
C -0.002 -2.165 1.412
H -0.117 -2.717 -2.041
H -1.338 -1.889 -1.025
H -0.981 -3.624 -0.760
H 1.520 -0.813 2.161
H 1.877 -2.548 2.426
H 0.657 -1.719 3.442
H 1.346 -3.031 -0.030
H 0.990 -1.299 -0.295
H -0.807 -1.405 1.430
H -0.450 -3.137 1.695
S -1.665 2.208 -0.809
S -0.130 2.568 0.483
C -0.798 1.983 -2.377
C 0.127 4.345 0.283
H -1.555 1.742 -3.141
H -0.075 1.151 -2.322
H -0.261 2.895 -2.688
H 0.441 4.605 -0.742
H -0.785 4.914 0.527
H 0.926 4.644 0.982

***

no.,E_tot (Eh)
1,-285.2730
2,-286.4794
3,-324.5581
4,-1034.5741